{"formula": "C4H7NS", "method": "the ωB97M-V functional and the def2-TZVPD basis", "e_above_lowest_kcal_mol": 57.83, "total_energy_ha": -609.4663, "smiles": "C1C[C@H]2CN2S1", "max_force_ev_per_a": 3.8, "lumo_energy_ev": 0.98, "orbital_gap_ha": 0.349, "elements": ["C", "C", "C", "C", "N", "S", "H", "H", "H", "H", "H", "H", "H"], "coordinates": [[0.40665, -1.22805, 0.41564], [-0.69720, -0.75754, -0.50279], [-0.43933, 0.77031, -0.58894], [0.03909, 1.45559, 0.56788], [0.96481, 1.02180, -0.41502], [1.88016, -0.35730, -0.24348], [0.22935, -1.17539, 1.50781], [0.51047, -2.37878, 0.24569], [-0.40683, -1.15341, -1.40008], [-1.64702, -1.06959, -0.14768], [-0.88987, 1.30193, -1.36506], [0.19762, 2.52887, 0.39500], [-0.14789, 1.04156, 1.53105]], "mulliken_charge": [-0.7893, -0.6337, -0.0552, -0.3727, -0.3434, -0.0417, 0.3379, 0.3540, 0.3647, 0.3322, 0.3732, 0.2483, 0.2255]}